Record 1
Computed, not measured: C15H26BrClCrN3O6S2 as an isolated structure at a distorted geometry, with wB97M-V/def2-TZVPD.

The geometry in XYZ format:
```
55
Properties=species:S:1:pos:R:3
H 2.35169 0.31385 0.83223
C 1.32448 0.82612 2.52081
C 1.26177 4.96614 -1.08348
H 1.65777 5.78517 -0.48690
C -0.44960 -3.12297 1.45990
C -2.74389 -1.76203 -3.02984
C 2.25611 -1.40272 1.94309
N 0.49144 -2.44265 0.54235
H -0.57420 5.83905 -1.85351
H -0.02391 -4.06340 1.81491
H -0.82307 3.67848 -2.83184
H 2.53401 -2.39310 0.06454
H 2.16263 -3.48952 1.38049
H -4.43747 -2.84821 -0.31135
N 1.66693 -0.12997 1.45297
H 2.17494 0.99515 3.18438
C -3.68568 -2.49868 -2.31578
C 1.92639 -2.51192 0.95763
H -1.76388 -2.63108 3.09021
H 3.33833 -1.31786 2.04031
O -0.07294 1.49454 -0.32497
C -3.68275 -2.37020 -0.92264
H 1.23184 3.57533 0.59421
H 1.07640 1.76859 2.03858
N -1.71148 -0.96918 -1.00029
C 0.11901 0.34831 3.33006
C -1.83192 -0.99215 -2.35310
O -4.54389 -3.23375 -2.99924
H -0.08112 -2.31149 3.45312
O 1.25534 -0.96925 -1.47877
H 1.85870 -1.62382 2.93143
H 0.37678 -0.33315 4.13745
O 3.51638 -1.50358 -1.81255
O 2.48879 0.17953 -3.13375
H 0.45053 -2.93153 -0.35064
Br -0.82180 0.20168 -3.39078
Cl 2.62356 -0.40863 -1.86230
O 2.95946 0.57829 -0.85205
Cr 0.07341 -0.42460 0.09325
H -0.40309 1.19514 3.76942
H -5.21137 -3.65566 -2.44309
C -0.82875 -2.27024 2.66614
S -1.08216 -0.49567 2.24787
C -0.73067 3.67789 -1.74571
C 1.57393 3.62189 -0.44089
H 2.61474 3.31337 -0.51991
H -1.65932 3.30896 -1.31203
H -2.71668 -1.50776 0.73353
H 1.72774 5.02016 -2.07034
S 0.56561 2.44705 -1.38306
H -2.77262 -1.76622 -4.11040
H -1.34135 -3.36851 0.89132
C -2.69806 -1.62220 -0.33777
C -0.26418 5.02859 -1.19753
H -0.70285 5.20845 -0.21570
```

Values from the calculation:
Multiplicity ... 2
ΔE to the lowest compared entry with this formula, charge and spin ... 7.0 kcal/mol
HOMO energy (spin up / spin down) ... -0.56524 / -0.56493 Eh
Charge ... +2
F_max ... 1.3 eV/A



Record 2
Computed, not measured: a 5-piece molecular cluster, H10O5 overall at a distorted geometry, with wB97M-V/def2-TZVPD.

The geometry in XYZ format:
```
15
Properties=species:S:1:pos:R:3
H 0.13684 -0.77870 1.81990
O 0.99717 0.80679 -0.67804
O -2.96957 0.54177 -0.70654
H -0.92003 -0.34794 -3.43938
H -2.30507 0.13691 -0.14908
H -3.79266 0.40353 -0.23789
H 2.43450 -0.35931 1.97153
H 1.93960 0.93557 -0.57093
O -0.16230 -0.74424 -3.00923
H 2.46876 -0.72930 3.43913
O -0.50321 -0.39771 1.21870
O 1.97840 -0.88171 2.63131
H 0.61117 1.64973 -0.43991
H 0.07126 -0.12586 -2.31693
H 0.01514 -0.10954 0.46738
```

Values from the calculation:
Multiplicity ... 2
ΔE to the lowest compared entry with this formula, charge and spin ... 24.7 kcal/mol
HOMO energy (spin up / spin down) ... -0.59337 / -0.54645 Eh
Charge ... +1
F_max ... 1.8 eV/A



Record 3
Computed, not measured: C16H31NP2SeW as an isolated structure at a distorted geometry, with wB97M-V/def2-TZVPD.

The geometry in XYZ format:
```
52
Properties=species:S:1:pos:R:3
H 2.26710 2.83316 -2.36836
H 2.04583 -1.04182 0.14080
H 0.74277 -2.55150 1.40793
H -1.42851 2.89820 -3.10371
C -1.35506 1.11888 1.05170
Se -1.47721 1.90942 7.19149
C -1.07774 -1.40558 1.52830
H 0.62492 -2.10081 5.00721
C 1.22575 3.11909 -2.17068
H 2.19388 -1.29690 -2.26192
H -1.48517 -0.42826 -3.75016
H 1.41933 0.66592 -3.74285
C 1.20952 -1.69982 4.16084
C 1.75659 0.67579 1.43724
H -2.23493 1.57934 -2.19736
C -1.90239 -0.33553 0.86711
C 0.34421 0.78211 -3.52773
H -1.59618 -2.33450 1.78069
P 0.20011 1.63923 -1.87536
H -1.07958 -3.75778 -1.65519
H -0.68914 -3.41537 -3.37591
H 0.01568 -1.19488 -4.34993
H 1.73709 -2.87975 -1.56462
H 1.19144 3.75407 -1.27763
H 1.56952 -2.52649 3.54743
H -1.05795 2.09244 2.99839
C -1.15412 -3.02412 -2.46550
H 0.81453 3.66118 -3.03127
C -0.40576 -0.55758 -3.55743
C 0.34911 -1.53576 1.33938
N -0.80955 0.28337 4.83405
C -1.46645 2.35843 -2.15277
H -0.78397 1.42833 0.15493
H 2.03996 1.51487 0.76014
H 2.72424 0.36026 1.86199
H 1.27035 1.80553 3.27181
C 0.82410 1.17255 2.50007
H 0.62015 -0.09240 -0.22989
H -1.70790 3.05481 -1.34247
H -0.08788 1.46176 -4.27983
C 1.18915 -0.52984 0.61494
C 1.46245 -2.11365 -2.29735
C -1.10169 0.94992 5.81116
H -2.06332 -0.58193 -0.20988
H -2.92542 -0.35592 1.27907
W -0.16181 -0.53823 3.24057
P -0.24939 -1.52083 -1.95881
H 2.04353 -1.13691 4.57764
H 1.45037 -2.55230 -3.29898
H -2.20999 -2.78854 -2.65249
H -2.23175 1.78629 1.03008
C -0.58882 1.39197 2.30317
```

Values from the calculation:
Multiplicity ... 3
ΔE to the lowest compared entry with this formula, charge and spin ... 0.0 kcal/mol
HOMO energy (spin up / spin down) ... -0.52209 / -0.52168 Eh
Charge ... +2
F_max ... 2.8 eV/A



Record 4
Computed, not measured: C24H51AlClN2O4 as an isolated structure at a distorted geometry, with wB97M-V/def2-TZVPD.

The geometry in XYZ format:
```
83
Properties=species:S:1:pos:R:3
C 0.74578 -4.62959 -4.29794
H 5.17232 2.30387 2.67376
H 0.49200 1.92639 2.37433
C -1.61307 -3.16060 -1.72883
H 6.16574 3.86193 4.77289
H -2.70221 -3.09511 -1.73768
C 1.01931 -4.51321 -1.85742
C -1.39412 1.95544 -2.06650
C -2.02290 3.12750 2.23006
H -0.26888 -0.08308 -3.27995
C 2.44407 1.18340 2.14838
C 7.02278 3.20361 4.62650
H 4.36932 0.25961 2.22260
C -0.75792 0.53560 3.88632
C 0.40876 -6.09971 -4.58237
H -0.87118 4.04406 -2.17463
O 7.31061 0.90459 4.35683
H -3.76675 -0.48690 -4.55397
O 5.21895 1.55379 4.62037
C -1.01003 0.81337 -5.09186
H -4.52735 2.07329 2.97830
C -4.72909 1.93379 4.06375
O -5.85340 1.70332 4.36192
H 2.05739 0.32233 1.60136
C -4.18992 -0.05427 -3.64555
C 6.54244 1.76185 4.50390
H -1.59861 -4.98682 -2.85201
H -1.81275 2.36539 1.47478
C 4.47608 1.98949 3.45236
N -2.05165 0.85032 -2.75237
O -1.00201 5.18843 2.67571
H -1.98720 3.55714 -3.44273
C 3.70305 0.78437 2.91160
H -1.18643 -0.18487 4.59445
H 3.80690 2.80242 3.72174
H -0.67197 0.06544 -5.81372
H 1.04789 -6.77778 -4.01888
N 0.30575 -4.05537 -3.03845
H 1.16711 -6.69583 -1.87089
H -0.63233 -6.33329 -4.35672
H 0.85738 -3.78361 -1.06026
C -1.13954 -3.98745 -2.91450
C -1.23915 0.14728 -3.72814
H -5.21621 0.23864 -3.87443
H 1.59570 2.62538 3.56790
H 2.09339 -4.46129 -2.05522
H -0.92938 3.32907 5.05611
H -0.96173 0.15879 2.87086
H -1.91833 1.26693 -5.49178
H -3.43479 1.92902 -3.95503
H -3.54499 1.04811 5.54916
H 0.31621 -4.02348 -5.10287
H 1.19641 -0.34429 3.82447
H -0.27314 3.11737 -3.54001
H -1.53683 -3.52044 -3.82113
H 7.68913 3.31564 5.47564
C -3.57914 2.01598 5.03291
H -3.93698 1.57641 -2.30743
H -0.39482 -6.09632 -1.29677
H 0.97402 0.95344 5.06649
C 0.67879 -5.90339 -1.30458
C -3.40571 1.15949 -3.16724
H -0.23597 1.57773 -5.04347
Cl 0.04118 4.12820 0.54514
Al -1.74827 2.29704 4.11829
H -4.22382 -0.82684 -2.87518
H 2.64778 1.98036 1.42623
H -0.45375 1.59915 -1.63847
H -2.01135 2.22147 -1.20310
H 1.82744 -4.49331 -4.38803
H 1.03312 -5.98560 -0.27487
H 7.51174 3.49582 3.70196
C 0.78259 0.64607 4.03699
C -1.11928 3.23636 -2.86356
H -1.32480 -3.60346 -0.77446
H 3.47821 0.09732 3.72255
H 0.56787 -6.31214 -5.64199
C 1.31531 1.70830 3.05262
H -1.21621 -2.14526 -1.77501
H -3.77338 2.77124 5.79709
H -3.03411 3.50318 2.06079
C -1.08860 4.26230 2.00586
H -1.69252 -0.83346 -3.90303
```

Values from the calculation:
HOMO energy ... -0.19841 Eh
Charge ... -1
F_max ... 3.9 eV/A



What did the first record say?
Computed, not measured: C15H26BrClCrN3O6S2 as an isolated structure at a distorted geometry, with wB97M-V/def2-TZVPD.

The geometry in XYZ format:
```
55
Properties=species:S:1:pos:R:3
H 2.35169 0.31385 0.83223
C 1.32448 0.82612 2.52081
C 1.26177 4.96614 -1.08348
H 1.65777 5.78517 -0.48690
C -0.44960 -3.12297 1.45990
C -2.74389 -1.76203 -3.02984
C 2.25611 -1.40272 1.94309
N 0.49144 -2.44265 0.54235
H -0.57420 5.83905 -1.85351
H -0.02391 -4.06340 1.81491
H -0.82307 3.67848 -2.83184
H 2.53401 -2.39310 0.06454
H 2.16263 -3.48952 1.38049
H -4.43747 -2.84821 -0.31135
N 1.66693 -0.12997 1.45297
H 2.17494 0.99515 3.18438
C -3.68568 -2.49868 -2.31578
C 1.92639 -2.51192 0.95763
H -1.76388 -2.63108 3.09021
H 3.33833 -1.31786 2.04031
O -0.07294 1.49454 -0.32497
C -3.68275 -2.37020 -0.92264
H 1.23184 3.57533 0.59421
H 1.07640 1.76859 2.03858
N -1.71148 -0.96918 -1.00029
C 0.11901 0.34831 3.33006
C -1.83192 -0.99215 -2.35310
O -4.54389 -3.23375 -2.99924
H -0.08112 -2.31149 3.45312
O 1.25534 -0.96925 -1.47877
H 1.85870 -1.62382 2.93143
H 0.37678 -0.33315 4.13745
O 3.51638 -1.50358 -1.81255
O 2.48879 0.17953 -3.13375
H 0.45053 -2.93153 -0.35064
Br -0.82180 0.20168 -3.39078
Cl 2.62356 -0.40863 -1.86230
O 2.95946 0.57829 -0.85205
Cr 0.07341 -0.42460 0.09325
H -0.40309 1.19514 3.76942
H -5.21137 -3.65566 -2.44309
C -0.82875 -2.27024 2.66614
S -1.08216 -0.49567 2.24787
C -0.73067 3.67789 -1.74571
C 1.57393 3.62189 -0.44089
H 2.61474 3.31337 -0.51991
H -1.65932 3.30896 -1.31203
H -2.71668 -1.50776 0.73353
H 1.72774 5.02016 -2.07034
S 0.56561 2.44705 -1.38306
H -2.77262 -1.76622 -4.11040
H -1.34135 -3.36851 0.89132
C -2.69806 -1.62220 -0.33777
C -0.26418 5.02859 -1.19753
H -0.70285 5.20845 -0.21570
```

Values from the calculation:
Multiplicity ... 2
ΔE to the lowest compared entry with this formula, charge and spin ... 7.0 kcal/mol
HOMO energy (spin up / spin down) ... -0.56524 / -0.56493 Eh
Charge ... +2
F_max ... 1.3 eV/A



Look up the F_max of the first one.
1.3 eV/A



The lowest F_max belongs to which entry?
C15H26BrClCrN3O6S2